(1)
# C45H57Cl4HfN2O4P2Si2

A structure of composition C45H57Cl4HfN2O4P2Si2 at a distorted geometry (ωB97M-V/def2-TZVPD, OMol25).

## Properties
- HOMO-LUMO gap: 5.96 eV
- HOMO: -0.370 Eh
- Total charge: +1
- LUMO level: -4.10 eV
- Energy above the lowest of the compared OMol25 structures with the same formula, charge and spin: 0.0 kcal per mole

```
117
C45H57Cl4HfN2O4P2Si2 (ωB97M-V/def2-TZVPD)
Hf 0.225 -0.244 -2.000
C 3.430 3.197 -0.177
O 2.228 2.994 -0.937
C 1.797 1.704 -1.050
O 0.485 1.807 -1.735
N 1.462 1.169 0.279
N 0.891 -0.146 0.150
H 4.165 2.422 -0.395
H 3.206 3.216 0.891
H 3.828 4.160 -0.482
H 2.299 1.142 0.853
H 0.162 -0.251 0.869
H 1.592 -0.865 0.333
C -1.716 -0.633 4.689
C -2.659 -0.985 3.531
P -2.245 -0.449 1.786
C -3.123 -1.810 0.923
C -4.507 -1.887 0.771
C -5.088 -2.997 0.165
C -4.293 -4.048 -0.281
C -2.913 -3.985 -0.123
C -2.335 -2.870 0.472
C -3.368 0.987 1.591
C -4.018 1.277 0.392
C -4.762 2.441 0.245
C -4.854 3.348 1.292
C -4.192 3.085 2.484
C -3.454 1.918 2.629
C -0.452 -1.482 4.839
P 0.811 -1.152 3.533
C 2.139 -2.349 3.919
C 1.832 -3.677 4.220
C 2.838 -4.626 4.352
C 4.164 -4.267 4.163
C 4.481 -2.954 3.842
C 3.476 -2.005 3.716
C 1.460 0.440 4.172
C 1.124 1.604 3.481
C 1.537 2.851 3.941
C 2.296 2.942 5.097
C 2.634 1.788 5.797
C 2.215 0.547 5.342
H -2.295 -0.761 5.605
H -1.429 0.423 4.641
H -3.642 -0.561 3.739
H -2.776 -2.070 3.487
H -5.139 -1.079 1.120
H -6.164 -3.045 0.048
H -4.748 -4.917 -0.739
H -2.287 -4.802 -0.461
H -1.257 -2.819 0.579
H -3.962 0.581 -0.435
H -5.275 2.637 -0.690
H -5.441 4.251 1.181
H -4.251 3.789 3.305
H -2.937 1.736 3.566
H -0.718 -2.540 4.823
H 0.006 -1.263 5.805
H 0.801 -3.982 4.354
H 2.583 -5.648 4.601
H 4.948 -5.007 4.264
H 5.514 -2.667 3.690
H 3.740 -0.982 3.470
H 0.522 1.538 2.581
H 1.263 3.748 3.396
H 2.618 3.910 5.460
H 3.226 1.859 6.701
H 2.481 -0.346 5.897
Cl -4.798 -3.095 -6.281
C -3.500 -2.229 -5.538
C -2.511 -1.639 -6.341
C -1.452 -0.960 -5.782
C -1.340 -0.842 -4.399
O -0.302 -0.196 -3.875
C -2.376 -1.381 -3.583
C -2.506 -1.152 -2.185
O -1.748 -0.439 -1.457
C -3.437 -2.100 -4.183
H -2.590 -1.730 -7.417
H -0.678 -0.516 -6.395
H -3.380 -1.592 -1.700
H -4.202 -2.538 -3.552
Cl 4.212 1.624 -3.145
Si 2.851 0.366 -2.240
Cl 0.409 -2.552 -1.832
Cl 3.982 -0.512 -0.672
C -1.973 2.576 -2.626
Si -0.324 3.347 -2.204
C 0.445 4.012 -3.783
C 1.832 4.648 -3.602
C 0.566 2.876 -4.811
C -0.520 5.077 -4.337
C -0.655 4.529 -0.769
C 0.387 5.649 -0.637
C -0.750 3.756 0.556
C -2.028 5.182 -1.035
H -2.652 3.315 -3.060
H -2.448 2.192 -1.720
H -1.880 1.765 -3.352
H 2.562 3.934 -3.221
H 1.806 5.499 -2.920
H 2.188 5.008 -4.573
H 1.198 2.057 -4.458
H 1.025 3.272 -5.723
H -0.409 2.461 -5.083
H -0.613 5.935 -3.665
H -1.521 4.678 -4.519
H -0.132 5.448 -5.291
H 1.406 5.266 -0.573
H 0.182 6.225 0.272
H 0.337 6.342 -1.481
H 0.195 3.285 0.826
H -1.521 2.977 0.522
H -1.027 4.456 1.353
H -2.063 5.710 -1.992
H -2.224 5.917 -0.246
H -2.839 4.452 -1.016
```


(2)
# C45H59B2CoN12O4S5

A structure of composition C45H59B2CoN12O4S5 (ωB97M-V/def2-TZVPD, OMol25).

## Properties
- HOMO-LUMO gap (spin up / spin down): 6.55 / 6.56 eV
- HOMO (spin up / spin down): -0.176 / -0.176 Eh
- 2S+1: 2
- Total charge: -1
- LUMO level (spin up / spin down): 1.77 / 1.78 eV
- Expectation value of S²: 0.896
- Energy above the lowest of the compared OMol25 structures with the same formula, charge and spin: 0.0 kcal per mole

```
128
C45H59B2CoN12O4S5 (ωB97M-V/def2-TZVPD)
Co 1.177 1.036 0.914
C 1.675 4.564 4.014
C 0.493 4.194 4.911
C 0.949 3.348 6.103
C -0.136 5.481 5.434
N -0.534 3.439 4.123
C -1.827 3.899 3.899
C -2.434 3.032 3.074
N -1.544 2.025 2.774
B -1.785 0.920 1.694
N -3.061 1.249 0.890
C -4.219 0.490 0.890
C -4.979 0.871 -0.141
N -4.302 1.891 -0.816
C -3.107 2.129 -0.158
S -1.940 3.301 -0.459
C -4.685 2.380 -2.172
C -3.605 1.950 -3.172
C -4.857 3.900 -2.168
C -6.010 1.740 -2.574
N -1.962 -0.464 2.384
C -1.925 -0.684 3.745
C -1.848 -2.003 3.958
N -1.810 -2.638 2.714
C -1.908 -1.672 1.732
S -2.077 -1.842 0.056
C -1.826 -4.128 2.632
C -1.214 -4.684 1.345
C -0.998 -4.691 3.790
C -3.283 -4.587 2.743
C -0.372 2.279 3.415
S 0.970 1.217 3.403
H 2.377 5.187 4.576
H 1.336 5.116 3.136
H 2.201 3.676 3.671
H 1.671 3.918 6.693
H 1.424 2.431 5.762
H 0.098 3.088 6.740
H 0.620 6.017 6.007
H -0.984 5.280 6.094
H -0.460 6.127 4.616
H -2.212 4.801 4.336
H -3.427 3.058 2.660
H -0.824 0.860 0.959
H -4.401 -0.268 1.634
H -5.945 0.506 -0.440
H -2.666 2.456 -2.948
H -3.910 2.202 -4.192
H -3.442 0.869 -3.101
H -3.967 4.380 -1.771
H -5.719 4.188 -1.560
H -5.016 4.246 -3.193
H -5.924 0.654 -2.650
H -6.299 2.130 -3.550
H -6.803 1.987 -1.863
H -1.956 0.126 4.455
H -1.812 -2.540 4.887
H -0.185 -4.340 1.224
H -1.775 -4.377 0.473
H -1.221 -5.776 1.413
H 0.022 -4.303 3.747
H -0.954 -5.777 3.689
H -1.419 -4.467 4.771
H -3.845 -4.230 1.876
H -3.748 -4.186 3.647
H -3.333 -5.678 2.770
B 1.976 5.458 0.242
C 1.590 3.984 0.620
N 1.308 2.907 0.905
H 1.844 5.554 -0.965
H 3.128 5.641 0.584
H 1.223 6.208 0.834
C 2.765 -6.183 -2.558
C 3.314 -4.789 -2.729
C 2.569 -3.801 -3.364
C 3.088 -2.526 -3.547
C 4.368 -2.242 -3.098
C 5.134 -3.217 -2.469
C 4.600 -4.483 -2.287
S 5.010 -0.599 -3.300
O 4.139 0.080 -4.216
O 6.406 -0.738 -3.603
N 4.894 0.145 -1.865
C 5.707 -0.345 -0.740
C 5.498 0.533 0.487
C 4.084 0.344 1.049
O 3.927 -0.321 2.075
O 3.158 0.887 0.337
H 1.678 -6.192 -2.643
H 3.041 -6.592 -1.585
H 3.171 -6.843 -3.329
H 1.565 -4.024 -3.708
H 2.522 -1.750 -4.046
H 6.142 -2.982 -2.151
H 5.184 -5.242 -1.777
H 3.962 0.460 -1.581
H 6.748 -0.321 -1.058
H 5.447 -1.377 -0.475
H 5.637 1.581 0.216
H 6.211 0.245 1.256
N -2.433 -3.337 -8.139
C -2.026 -2.688 -7.283
C -1.516 -1.874 -6.213
C -1.526 -2.344 -4.902
C -1.012 -1.574 -3.878
C -0.473 -0.319 -4.153
C -0.500 0.171 -5.454
C -1.013 -0.602 -6.477
N 0.119 0.435 -3.125
C 1.088 1.424 -3.261
C 1.393 1.821 -2.002
N 0.631 1.103 -1.101
C -0.109 0.286 -1.789
H -1.934 -3.325 -4.694
H -1.016 -1.952 -2.862
H -0.120 1.163 -5.659
H -1.032 -0.222 -7.490
H 1.518 1.701 -4.207
H 2.095 2.572 -1.675
H -0.846 -0.384 -1.365
S 2.439 -3.166 0.486
C 1.895 -2.907 2.090
C 1.233 -1.734 2.165
N 1.149 -1.034 0.978
C 1.727 -1.691 0.017
H 2.119 -3.610 2.876
H 0.795 -1.326 3.063
H 1.801 -1.347 -1.005
```